[1]
{
  "formula": "C18H47FO8",
  "method": "ωB97M-V with the def2-TZVPD basis set",
  "total_charge": 0,
  "e_lumo_ev": 0.496,
  "smiles": "CCOCCCO[C@@H](CC)[C@H](CCCF)OC.CO.CO.CO.CO.CO",
  "e_homo_ev": -9.54,
  "species": ["C", "C", "O", "C", "C", "C", "O", "C", "C", "C", "C", "C", "C", "C", "F", "O", "C", "H", "H", "H", "H", "H", "H", "H", "H", "H", "H", "H", "H", "H", "H", "H", "H", "H", "H", "H", "H", "H", "H", "H", "H", "H", "H", "H", "C", "O", "H", "H", "H", "H", "C", "O", "H", "H", "H", "H", "C", "O", "H", "H", "H", "H", "C", "O", "H", "H", "H", "H", "C", "O", "H", "H", "H", "H"],
  "xyz": [[-4.36943, -3.21960, -0.10577], [-4.54736, -1.79053, 0.40506], [-5.33851, -1.00731, -0.47340], [-4.64092, 0.02015, -1.14198], [-3.89061, -0.49640, -2.36348], [-3.08715, 0.55873, -3.11637], [-2.17001, 1.31012, -2.33420], [-1.25653, 0.56348, -1.54133], [-0.51364, -0.53967, -2.29488], [0.19163, -1.51603, -1.33135], [-0.26099, 1.55589, -0.91275], [-0.86851, 2.84627, -0.35877], [-2.05682, 2.67323, 0.59305], [-1.81501, 1.71568, 1.74752], [-3.03592, 1.36335, 2.32300], [0.86979, 1.84038, -1.72304], [0.65283, 2.64124, -2.87781], [-5.24784, -3.51019, -0.68868], [-4.25039, -3.91708, 0.72906], [-3.49231, -3.31848, -0.75330], [-3.57036, -1.31373, 0.56219], [-5.04795, -1.80230, 1.37947], [-3.96706, 0.52131, -0.43944], [-5.39482, 0.75536, -1.44782], [-4.63448, -0.90105, -3.06172], [-3.25145, -1.34351, -2.07646], [-3.76059, 1.29583, -3.56730], [-2.55750, 0.07506, -3.94752], [-1.79448, 0.07865, -0.70405], [-1.21000, -1.11445, -2.90892], [0.21688, -0.09612, -2.97530], [-0.39322, -2.43870, -1.24453], [0.27781, -1.11549, -0.31582], [1.17188, -1.81484, -1.70785], [0.18132, 1.03499, -0.05311], [-0.04761, 3.33001, 0.18813], [-1.18798, 3.53478, -1.14382], [-2.28310, 3.65831, 1.01664], [-2.93746, 2.35961, 0.03222], [-1.21392, 2.18061, 2.53646], [-1.33435, 0.78073, 1.44261], [1.07092, 2.12068, -3.74548], [1.16503, 3.60124, -2.76453], [-0.40866, 2.81318, -3.06456], [2.36817, 3.28699, 1.87641], [2.77551, 3.52051, 0.52896], [2.99046, 3.90238, 2.52123], [1.32035, 3.56509, 2.03265], [2.51133, 2.24391, 2.15893], [2.22923, 2.97672, -0.05065], [4.31618, 1.24248, 4.97805], [3.07958, 1.26404, 4.28076], [4.73915, 2.24248, 4.90488], [4.18137, 0.99498, 6.03381], [5.02161, 0.53326, 4.53595], [2.69352, 0.38447, 4.31721], [4.32151, 0.26473, 0.50297], [3.32784, -0.75655, 0.43377], [5.21052, -0.18834, 0.93708], [4.57235, 0.64833, -0.48868], [4.00225, 1.09548, 1.13407], [2.54045, -0.38172, 0.02925], [1.43848, -2.77476, 4.00642], [2.50783, -1.90164, 4.35671], [0.99311, -3.11652, 4.93764], [0.67248, -2.26292, 3.41858], [1.79705, -3.64222, 3.44842], [2.92943, -1.62156, 3.53683], [2.82113, -4.60024, -3.36302], [2.67762, -3.20781, -3.11923], [1.89989, -5.07520, -3.03308], [2.96297, -4.81491, -4.42554], [3.65474, -5.02713, -2.79950], [3.48275, -2.76774, -3.40095]],
  "atomic_forces_ev_per_a": [[0.1, 0.0, -0.1], [0.1, -0.2, 0.2], [0.0, 0.0, 0.0], [-0.1, 0.2, -0.1], [0.0, -0.1, 0.0], [-0.1, -0.1, -0.2], [0.0, 0.0, 0.1], [0.2, -0.1, 0.0], [0.2, -0.2, 0.0], [-0.2, -0.2, -0.2], [-0.2, 0.0, 0.3], [0.1, 0.0, 0.4], [0.1, 0.1, 0.1], [0.1, 0.0, 0.0], [-0.1, 0.0, 0.0], [0.2, 0.0, 0.1], [-0.1, 0.0, -0.2], [0.1, 0.0, 0.2], [0.0, 0.1, -0.1], [-0.1, 0.0, 0.0], [-0.1, 0.0, 0.0], [0.0, 0.0, -0.1], [0.0, 0.0, 0.0], [0.1, -0.1, 0.0], [0.1, 0.0, 0.1], [-0.1, 0.2, 0.0], [0.1, 0.0, 0.2], [-0.1, 0.0, 0.0], [0.0, 0.2, -0.1], [0.1, 0.1, 0.1], [-0.1, 0.0, 0.1], [0.1, 0.1, 0.1], [0.1, 0.0, -0.1], [-0.1, 0.1, 0.2], [0.0, 0.0, -0.2], [-0.1, 0.1, -0.2], [0.1, -0.2, -0.1], [-0.1, -0.1, -0.1], [0.0, -0.1, 0.0], [0.0, -0.1, -0.1], [-0.1, 0.1, 0.0], [0.0, 0.0, 0.1], [-0.1, -0.1, 0.0], [0.1, 0.0, 0.0], [0.0, -0.1, -0.4], [-0.1, 0.0, 0.1], [0.0, 0.0, 0.0], [0.0, 0.0, 0.1], [-0.1, 0.0, 0.1], [0.0, 0.0, -0.1], [-0.1, 0.0, 0.0], [0.1, 0.0, -0.1], [0.0, 0.0, 0.0], [0.0, 0.0, 0.0], [0.0, 0.0, 0.0], [-0.1, -0.2, 0.2], [-0.1, -0.1, 0.0], [0.0, 0.0, 0.2], [0.0, 0.0, 0.0], [0.0, 0.0, 0.0], [0.1, 0.0, 0.0], [0.0, 0.0, -0.1], [0.0, 0.0, 0.1], [0.0, 0.2, -0.2], [0.0, 0.0, 0.0], [0.0, 0.0, 0.0], [0.0, 0.0, 0.0], [0.1, -0.1, -0.1], [0.0, 0.0, 0.0], [0.0, -0.1, 0.0], [0.0, 0.0, 0.0], [0.0, 0.0, 0.0], [0.0, 0.0, 0.0], [0.0, 0.1, 0.0]],
  "lowdin_charge": [-0.072, -0.265, -0.144, -0.216, -0.141, -0.196, -0.110, -0.297, -0.163, -0.060, -0.308, -0.121, -0.153, -0.199, -0.062, -0.168, -0.077, 0.080, 0.072, 0.059, 0.108, 0.118, 0.096, 0.136, 0.130, 0.101, 0.131, 0.118, 0.134, 0.098, 0.113, 0.075, 0.064, 0.058, 0.133, 0.107, 0.121, 0.122, 0.101, 0.122, 0.104, 0.091, 0.094, 0.087, -0.153, -0.127, 0.084, 0.067, 0.043, 0.040, -0.148, -0.137, 0.077, 0.078, 0.076, 0.043, -0.140, -0.125, 0.079, 0.082, 0.054, 0.043, -0.144, -0.131, 0.079, 0.075, 0.079, 0.067, -0.156, -0.129, 0.077, 0.075, 0.076, 0.075]
}

[2]
{
  "formula": "C23H20N2O3S2",
  "method": "ωB97M-V with the def2-TZVPD basis set",
  "total_charge": 0,
  "e_lumo_ev": -0.217,
  "smiles": "CN1/C(=C/c2ccccc2)Sc2ccccc21.Cc1ccc(S(=O)(=O)N=C=O)cc1",
  "e_homo_ev": -7.22,
  "species": ["C", "N", "C", "C", "C", "C", "C", "C", "C", "C", "S", "C", "C", "C", "C", "C", "C", "H", "H", "H", "H", "H", "H", "H", "H", "H", "H", "H", "H", "H", "C", "C", "C", "C", "C", "S", "O", "O", "N", "C", "O", "C", "C", "H", "H", "H", "H", "H", "H", "H"],
  "xyz": [[-0.23614, -1.55634, 0.79789], [-1.66639, -1.26000, 0.73300], [-2.16976, 0.01546, 0.75258], [-1.36634, 1.16374, 0.71002], [-1.99153, 2.50668, 0.85558], [-3.06362, 2.85879, 0.02317], [-3.71872, 4.08364, 0.17749], [-3.29836, 4.98773, 1.15955], [-2.21626, 4.65292, 1.98488], [-1.56222, 3.42564, 1.83019], [-3.91276, -0.00401, 0.76553], [-3.93070, -1.76311, 0.68998], [-5.02834, -2.62321, 0.67399], [-4.80563, -4.00762, 0.68855], [-3.49781, -4.51889, 0.72519], [-2.39573, -3.65640, 0.73352], [-2.62854, -2.27729, 0.70830], [0.35036, -0.69274, 0.48409], [0.05772, -1.85683, 1.81273], [-0.03550, -2.38507, 0.11267], [-0.36960, 1.07739, 1.14583], [-3.36734, 2.17662, -0.77454], [-4.54971, 4.33092, -0.48500], [-3.80124, 5.95158, 1.26991], [-1.87701, 5.35884, 2.74557], [-0.71976, 3.16176, 2.47488], [-6.02601, -2.19187, 0.65574], [-5.65333, -4.69233, 0.67557], [-3.33991, -5.59789, 0.74851], [-1.36974, -4.02891, 0.76895], [6.73162, -2.00468, -0.45103], [5.61306, -1.10070, -0.88858], [5.17505, -0.07620, -0.04286], [4.11780, 0.75268, -0.41244], [3.45993, 0.53012, -1.62244], [2.07800, 1.56473, -2.09836], [2.39576, 2.93664, -1.80873], [1.66726, 1.14989, -3.41484], [0.67497, 1.15561, -0.90402], [-0.49956, 1.01094, -1.28593], [-1.47933, 0.85237, -1.95772], [3.92250, -0.44762, -2.50543], [4.99282, -1.25993, -2.13221], [6.95708, -2.74269, -1.22507], [7.64278, -1.43230, -0.23991], [6.46748, -2.53897, 0.46991], [5.67555, 0.06794, 0.91674], [3.79258, 1.55841, 0.24153], [3.44756, -0.57927, -3.47409], [5.35700, -2.03620, -2.80886]],
  "atomic_forces_ev_per_a": [[-0.2, -0.2, 0.0], [-0.1, -0.1, 0.1], [1.1, 0.4, 0.0], [-0.7, -0.3, 1.6], [-0.2, -0.1, -0.1], [-0.1, 0.3, 0.0], [0.2, 0.0, 0.2], [0.1, -0.3, -0.1], [0.0, -0.2, -0.3], [-0.2, 0.1, -0.1], [0.1, -0.4, -0.3], [0.0, -0.4, 0.2], [0.3, 0.0, 0.0], [0.2, 0.2, 0.0], [-0.1, 0.4, 0.0], [-0.1, 0.1, 0.0], [0.0, 0.1, 0.1], [-0.2, -0.2, 0.0], [-0.1, 0.1, -0.2], [0.1, 0.2, 0.1], [-0.4, -0.1, -0.1], [0.1, 0.3, 0.3], [0.2, 0.0, 0.2], [0.2, -0.3, 0.0], [-0.1, -0.2, -0.2], [-0.3, 0.1, -0.2], [0.1, -0.3, 0.0], [0.2, 0.2, 0.0], [0.0, 0.3, 0.0], [-0.4, 0.0, 0.0], [0.1, -0.1, 0.0], [-0.2, 0.1, -0.1], [-0.2, 0.2, -0.1], [-0.1, -0.1, 0.2], [0.0, -0.1, 0.2], [-2.0, -0.1, 0.3], [-0.1, -0.8, 0.1], [0.2, 0.2, 0.5], [2.6, 0.4, -1.1], [-1.5, -0.1, -1.9], [2.0, 0.3, 0.7], [-0.2, -0.1, 0.0], [0.0, 0.1, 0.2], [0.0, 0.1, 0.1], [-0.2, -0.1, -0.1], [0.0, 0.1, -0.2], [-0.2, 0.0, -0.3], [0.0, -0.1, -0.1], [0.0, 0.1, 0.2], [-0.2, 0.3, 0.1]],
  "nbo_charge": [-0.425, -0.396, 0.157, -0.464, -0.054, -0.171, -0.223, -0.226, -0.206, -0.202, 0.429, -0.239, -0.188, -0.228, -0.194, -0.274, 0.224, 0.253, 0.207, 0.214, 0.255, 0.219, 0.213, 0.214, 0.213, 0.210, 0.224, 0.222, 0.222, 0.224, -0.635, 0.020, -0.239, -0.101, -0.371, 2.252, -0.888, -0.909, -0.867, 0.859, -0.544, -0.152, -0.224, 0.219, 0.228, 0.226, 0.218, 0.231, 0.250, 0.220]
}

[3]
{
  "formula": "C28H29CoN3S3",
  "method": "ωB97M-V with the def2-TZVPD basis set",
  "total_charge": 1,
  "e_lumo_ev": [-3.602, -3.953],
  "e_homo_ev": [-10.49, -10.47],
  "species": ["Co", "C", "N", "C", "C", "N", "C", "C", "C", "C", "C", "C", "C", "S", "C", "C", "C", "C", "C", "C", "S", "H", "H", "H", "H", "H", "H", "H", "H", "H", "H", "H", "H", "H", "H", "H", "H", "H", "H", "N", "S", "C", "C", "C", "C", "C", "C", "C", "C", "C", "C", "C", "C", "H", "H", "H", "H", "H", "H", "H", "H", "H", "H", "H"],
  "xyz": [[0.31004, 0.70059, 1.06507], [0.24617, 1.90942, 3.76021], [0.43918, 0.58068, 3.12768], [-0.67480, -0.33648, 3.45968], [-0.57705, -1.50971, 2.52818], [-0.74935, -1.03043, 1.13237], [-0.17410, -2.01231, 0.18118], [-2.17477, -0.79253, 0.83525], [-3.02091, -1.86699, 0.58355], [-4.35488, -1.65191, 0.29071], [-4.84547, -0.35043, 0.25194], [-4.00505, 0.71454, 0.50857], [-2.65621, 0.50392, 0.80802], [-1.60954, 1.86745, 1.13924], [1.71785, 0.00970, 3.59462], [1.93006, -0.26636, 4.94369], [3.14087, -0.78141, 5.35981], [4.14299, -1.01640, 4.42819], [3.92496, -0.73926, 3.08881], [2.70337, -0.22630, 2.66874], [2.40361, 0.15053, 0.97646], [0.28431, 1.82093, 4.84534], [-0.71589, 2.31591, 3.45978], [1.04529, 2.57115, 3.42989], [-1.61347, 0.20168, 3.32516], [-0.61799, -0.67130, 4.49584], [-1.32970, -2.26330, 2.76633], [0.40697, -1.97404, 2.60855], [-0.57953, -3.00785, 0.36163], [0.90384, -2.03805, 0.30985], [-0.41995, -1.71435, -0.83423], [-2.64491, -2.88068, 0.61628], [-5.00528, -2.49246, 0.09485], [-5.88641, -0.16797, 0.02137], [-4.37849, 1.73016, 0.47880], [1.15509, -0.07799, 5.67697], [3.30331, -0.99355, 6.40730], [5.09661, -1.41412, 4.74833], [4.69803, -0.91508, 2.35201], [0.36979, 1.08463, -0.78810], [0.94953, 0.18794, -1.97451], [-0.44484, -0.37998, -2.93979], [-0.19478, -1.09966, -4.10159], [-1.26808, -1.60279, -4.81567], [-2.56824, -1.39344, -4.36596], [-2.80027, -0.67721, -3.20372], [-1.73232, -0.16367, -2.47681], [1.73247, 1.28979, -3.12026], [3.11928, 1.28681, -3.13984], [3.77802, 2.19251, -3.95908], [3.04869, 3.08291, -4.73240], [1.65838, 3.07461, -4.70261], [0.98810, 2.17273, -3.89508], [-0.16886, 1.89199, -1.08536], [0.81913, -1.25559, -4.44956], [-1.09124, -2.16122, -5.72463], [-3.40100, -1.79290, -4.92856], [-3.80994, -0.51374, -2.85169], [-1.90306, 0.39497, -1.56551], [3.67336, 0.58938, -2.52427], [4.85866, 2.20262, -3.98940], [3.56553, 3.78874, -5.36846], [1.09734, 3.76884, -5.31318], [-0.09441, 2.14632, -3.87996]],
  "atomic_forces_ev_per_a": [[0.2, -0.5, 0.7], [0.0, 0.1, 0.0], [0.1, 0.0, -0.3], [-0.1, 0.0, 0.2], [-0.1, -0.2, 0.0], [0.1, 0.6, -0.2], [0.1, -0.1, 0.0], [0.1, -0.3, 0.0], [0.0, -0.1, 0.0], [0.0, 0.0, 0.0], [0.0, 0.0, 0.0], [-0.1, 0.0, 0.0], [0.0, 0.3, 0.0], [-0.1, 0.1, 0.0], [-0.5, 0.1, 0.4], [-0.2, 0.1, -0.1], [0.0, 0.0, 0.0], [0.1, 0.0, -0.2], [0.3, -0.1, 0.1], [0.2, 0.0, -0.4], [0.0, 0.2, 0.1], [0.0, 0.0, 0.0], [0.1, 0.0, 0.0], [0.0, 0.0, 0.0], [0.0, 0.0, 0.0], [0.0, 0.0, 0.1], [0.0, 0.0, -0.1], [0.0, 0.0, 0.0], [0.0, 0.0, 0.0], [0.0, 0.0, 0.0], [-0.1, -0.1, 0.1], [0.0, 0.0, 0.0], [0.0, 0.0, 0.0], [0.0, 0.0, 0.0], [0.0, 0.0, 0.0], [0.0, 0.0, 0.0], [0.0, 0.0, 0.0], [0.0, 0.0, 0.0], [0.0, 0.0, 0.0], [-0.1, 0.1, -0.2], [0.1, 0.0, -0.1], [-0.1, 0.1, -0.1], [0.0, 0.0, 0.0], [0.0, 0.0, 0.0], [0.0, 0.0, 0.0], [0.0, 0.0, 0.0], [0.0, 0.1, -0.1], [0.0, 0.1, 0.0], [0.0, 0.0, 0.0], [0.0, 0.0, 0.0], [0.0, 0.0, 0.0], [0.0, 0.0, 0.0], [0.0, 0.0, 0.0], [-0.1, -0.1, -0.1], [0.0, 0.0, 0.0], [0.0, 0.0, 0.0], [0.0, 0.0, 0.0], [0.0, 0.0, 0.0], [0.0, 0.0, -0.1], [0.0, 0.0, 0.0], [0.0, 0.0, 0.0], [0.0, 0.0, 0.0], [0.0, 0.0, 0.0], [0.0, 0.0, 0.0]],
  "nbo_charge": [1.031, -0.425, -0.478, -0.236, -0.241, -0.422, -0.424, 0.050, -0.176, -0.235, -0.184, -0.223, -0.178, -0.209, 0.186, -0.246, -0.204, -0.184, -0.196, -0.232, -0.144, 0.203, 0.239, 0.223, 0.240, 0.219, 0.226, 0.228, 0.206, 0.237, 0.221, 0.213, 0.229, 0.229, 0.234, 0.220, 0.230, 0.230, 0.229, -1.126, 1.135, -0.272, -0.204, -0.190, -0.204, -0.129, -0.255, -0.182, -0.212, -0.197, -0.171, -0.183, -0.229, 0.403, 0.231, 0.232, 0.230, 0.221, 0.250, 0.236, 0.233, 0.232, 0.231, 0.233]
}

no.,largest force on an atom (eV/Å)
1,0.417
2,2.809
3,0.886